{
  "formula": "C20H52N2O7PSi",
  "method": "ωB97M-V/def2-TZVPD",
  "symbols": ["C", "C", "O", "C", "C", "P", "C", "C", "O", "Si", "C", "C", "C", "C", "O", "O", "O", "C", "C", "H", "H", "H", "H", "H", "H", "H", "H", "H", "H", "H", "H", "H", "H", "H", "H", "H", "H", "H", "H", "H", "H", "H", "H", "H", "H", "H", "H", "H", "H", "C", "C", "C", "O", "C", "N", "H", "H", "H", "H", "H", "H", "H", "H", "H", "H", "H", "C", "C", "C", "O", "C", "N", "H", "H", "H", "H", "H", "H", "H", "H", "H", "H", "H"],
  "coordinates": [[3.103, -0.224, 1.119], [3.556, 1.198, 1.381], [2.507, 2.129, 1.595], [1.543, 2.233, 0.592], [2.151, 2.565, -0.772], [0.985, 2.659, -2.125], [-0.501, 1.682, -1.918], [-0.443, 0.279, -2.550], [0.066, -0.684, -1.669], [-0.946, -1.366, -0.505], [-0.317, -3.087, -0.232], [-2.711, -1.427, -1.110], [-0.920, -0.432, 1.117], [0.448, 4.411, -2.295], [1.200, 5.256, -1.450], [0.278, 5.933, -0.583], [1.717, 2.141, -3.415], [2.640, 3.017, -4.144], [3.456, 2.142, -5.065], [3.976, -0.834, 0.897], [2.435, -0.307, 0.259], [2.595, -0.633, 1.988], [4.221, 1.535, 0.580], [4.142, 1.226, 2.295], [0.895, 3.055, 0.898], [0.927, 1.336, 0.549], [2.652, 3.530, -0.710], [2.892, 1.830, -1.085], [-0.762, 1.651, -0.863], [-1.293, 2.251, -2.410], [-1.442, 0.035, -2.909], [0.201, 0.311, -3.426], [-0.826, -3.567, 0.600], [-0.534, -3.665, -1.132], [0.762, -3.121, -0.091], [-3.101, -0.420, -1.275], [-2.758, -1.942, -2.070], [-3.350, -1.928, -0.389], [-1.178, 0.624, 1.015], [-1.679, -0.859, 1.772], [0.048, -0.510, 1.606], [0.537, 4.747, -3.327], [-0.603, 4.454, -2.017], [0.679, 5.789, 0.283], [2.052, 3.724, -4.723], [3.277, 3.549, -3.439], [4.066, 2.752, -5.721], [2.781, 1.523, -5.652], [4.083, 1.467, -4.486], [3.260, -6.982, 3.283], [2.046, -6.643, 2.424], [2.349, -5.699, 1.255], [2.541, -4.344, 1.619], [3.835, -4.018, 2.088], [0.973, -6.145, 3.288], [3.518, -6.164, 3.956], [3.047, -7.852, 3.902], [4.133, -7.208, 2.667], [1.692, -7.576, 1.975], [1.484, -5.696, 0.587], [3.210, -6.056, 0.675], [4.604, -4.599, 1.571], [3.932, -4.174, 3.165], [4.000, -2.959, 1.882], [0.117, -6.045, 2.751], [1.213, -5.202, 3.581], [-6.722, 3.107, 1.107], [-5.652, 2.360, 1.897], [-4.222, 2.612, 1.403], [-3.883, 1.944, 0.196], [-4.314, 2.593, -0.985], [-5.995, 0.938, 1.942], [-6.928, 2.624, 0.152], [-7.656, 3.117, 1.666], [-6.430, 4.141, 0.916], [-5.683, 2.733, 2.925], [-3.528, 2.221, 2.152], [-4.025, 3.688, 1.301], [-4.280, 3.681, -0.876], [-5.322, 2.292, -1.276], [-3.635, 2.298, -1.789], [-5.373, 0.449, 2.579], [-5.815, 0.532, 1.028]],
  "de_lowest_kcal_mol": 0.0,
  "spin_multiplicity": 1,
  "largest_force_ev_per_a": 0.93,
  "lumo_ev": -2.26,
  "total_charge": 1,
  "homo_lumo_gap_ev": 8.50
}